{"formula": "C17H31CuF3O2P2", "method": "ωB97M-V with the def2-TZVPD basis set", "symbols": ["P", "P", "C", "C", "H", "H", "H", "H", "C", "H", "H", "H", "C", "H", "H", "H", "C", "H", "H", "H", "C", "H", "H", "H", "Cu", "C", "C", "C", "C", "C", "C", "C", "C", "C", "H", "H", "H", "H", "H", "H", "H", "H", "H", "H", "H", "H", "H", "H", "H", "F", "C", "F", "F", "C", "O", "O"], "coordinates": [[-1.28, 1.62, 0.84], [0.28, -0.57, -1.59], [-0.31, 1.99, -0.62], [-0.61, 1.07, -1.75], [0.94, 2.03, -0.26], [-0.53, 3.02, -0.92], [-1.67, 0.79, -1.79], [-0.28, 1.56, -2.68], [1.48, -0.07, -2.98], [2.20, -0.88, -3.13], [2.05, 0.86, -2.82], [0.92, 0.06, -3.91], [-0.73, -1.57, -2.71], [-0.64, -1.18, -3.72], [-1.81, -1.51, -2.40], [-0.36, -2.60, -2.64], [-1.57, 3.36, 1.36], [-1.96, 3.39, 2.39], [-2.32, 3.84, 0.72], [-0.66, 3.98, 1.32], [-2.97, 1.05, 0.71], [-3.08, 0.42, -0.18], [-3.63, 1.93, 0.66], [-3.18, 0.48, 1.62], [-2.23, -1.90, -0.84], [2.32, 0.27, -0.31], [2.23, 1.70, -0.40], [3.20, 2.29, 0.63], [2.68, 2.29, 2.08], [1.22, 2.38, 2.19], [0.36, 1.28, 2.14], [0.64, -0.17, 1.67], [1.99, -0.45, 0.96], [-3.73, -2.22, 0.42], [2.98, -0.28, -1.01], [2.47, 2.15, -1.37], [3.44, 3.32, 0.34], [4.10, 1.66, 0.63], [3.00, 1.38, 2.62], [3.08, 3.18, 2.58], [0.77, 3.29, 2.60], [-0.41, 1.35, 2.94], [-0.18, -0.63, 1.07], [0.60, -0.81, 2.57], [2.80, -0.25, 1.67], [2.00, -1.54, 0.75], [-4.26, -3.09, -0.03], [-4.33, -1.28, 0.32], [-3.51, -2.51, 1.48], [0.46, -6.43, 0.38], [-0.15, -5.23, 0.37], [-1.35, -5.35, 1.00], [0.58, -4.35, 1.14], [-0.31, -4.56, -1.06], [0.41, -5.04, -1.94], [-1.13, -3.59, -1.12]], "energy_ev": -93587.0639, "homo_ev": [-7.06, -7.05], "s2": 0.79, "multiplicity": 2, "homo_lumo_gap_ev": [5.9, 5.1], "charge": 0, "e_above_lowest_kj_mol": 444.8, "lumo_energy_ev": [-1.165, -1.992], "largest_force_ev_per_a": 4.75, "molar_mass_g_mol": 449.9}